Record 1
46
Properties=species:S:1:pos:R:3:forces:R:3 method="wB97M-V/def2-TZVPD" total_charge=+4 de_lowest_ev=0.000 multiplicity=2 e_lumo_ev="-16.89 / -16.44"
Re -0.604148 -0.768280 0.160063 0.746 -0.868 0.174
C -0.471942 -0.923976 -3.263644 -0.022 -0.066 0.024
C -0.645154 0.565918 -3.065886 0.056 0.130 -0.098
S -0.248553 1.094944 -1.352067 -0.475 -0.543 0.396
C -1.628441 2.220873 -0.936303 0.141 0.149 -0.045
C -2.976168 1.523339 -0.948471 -0.133 -0.022 0.051
S -2.957409 0.021201 0.107259 -0.004 0.104 -0.040
C -3.708176 -1.326545 -0.874098 0.018 -0.012 -0.041
C -2.968956 -1.649588 -2.155720 -0.058 -0.104 0.027
S -1.164894 -1.936853 -1.911230 0.050 0.415 0.359
H -0.962177 -1.250525 -4.185263 0.013 -0.003 -0.005
H 0.574739 -1.207696 -3.355778 0.016 -0.017 -0.002
H 0.045593 1.107562 -3.718264 -0.005 0.038 0.037
H -1.648614 0.921107 -3.293494 -0.017 -0.043 0.006
H -1.373569 2.637340 0.040034 0.007 0.018 -0.016
H -1.609361 3.050821 -1.648644 0.010 -0.005 -0.003
H -3.730195 2.193112 -0.526430 -0.013 -0.021 -0.008
H -3.318602 1.239256 -1.942292 0.038 -0.013 -0.010
H -3.731333 -2.170631 -0.182247 -0.016 0.016 0.008
H -4.744780 -1.046265 -1.080544 0.005 0.010 0.006
H -3.369277 -2.573669 -2.580829 0.008 0.011 -0.011
H -3.072866 -0.870112 -2.909043 0.017 0.009 0.001
C -2.250167 -4.199847 3.233128 -0.151 -0.338 -0.004
O -1.852271 -2.794807 3.530624 0.108 0.151 -0.187
C -1.417824 -1.971730 2.686772 -0.003 0.046 0.379
O -1.290047 -2.209194 1.413356 -0.037 0.474 -0.697
N -1.024098 -0.781486 3.170731 -0.067 -0.022 -0.077
N -0.588342 0.209895 2.262109 0.125 -0.022 -0.445
H -1.747343 -4.798963 3.985590 0.052 0.071 0.004
H -1.948893 -4.468995 2.226739 0.036 0.061 0.002
H -3.326128 -4.245700 3.372758 0.010 0.092 -0.002
H -1.137000 -0.554322 4.157535 0.010 0.006 -0.005
H 0.319966 0.571771 2.567906 -0.046 -0.006 0.056
H -1.237511 0.999645 2.312117 0.015 -0.008 0.030
N 4.117757 -2.201644 4.104350 -0.072 0.021 0.066
C 3.712352 -2.164566 3.031072 0.104 -0.009 -0.096
C 3.206310 -2.112878 1.691520 0.005 -0.017 0.078
C 3.926156 -2.615839 0.598283 -0.020 0.001 -0.068
C 3.351853 -2.540418 -0.668160 -0.006 0.015 0.029
C 2.103425 -1.985965 -0.814068 0.101 -0.058 -0.045
N 1.394854 -1.486244 0.237843 -0.646 0.450 0.195
C 1.966940 -1.552859 1.471851 0.156 -0.020 -0.035
H 4.908600 -3.053549 0.740847 0.000 0.003 0.021
H 3.876350 -2.916715 -1.537144 -0.005 0.001 -0.005
H 1.651706 -1.926796 -1.789937 -0.060 -0.009 0.001
H 1.417497 -1.163482 2.315751 0.009 -0.068 -0.008

---

Record 2
108
Properties=species:S:1:pos:R:3:forces:R:3 method="wB97M-V/def2-TZVPD" total_charge=0 de_lowest_ev=0.000 multiplicity=1 e_lumo_ev=0.15
Pd -0.394569 -0.623831 -0.181176 -0.101 0.591 0.342
C 0.668609 4.296726 1.729834 -0.006 -0.024 0.035
N 0.299995 2.896441 1.840572 -0.055 0.081 -0.050
C 0.629545 1.891045 0.996422 0.073 0.105 0.021
N 0.100621 0.758993 1.414926 -0.097 -0.158 0.062
C -0.588669 1.018282 2.576308 -0.009 -0.003 0.037
C -0.499018 2.367240 2.831385 0.063 0.024 0.001
C -1.166963 3.243835 3.812282 0.009 -0.015 0.005
C -0.452011 3.920542 4.796300 -0.008 -0.003 0.004
C -1.110714 4.745582 5.696643 -0.005 -0.005 -0.003
C -2.488390 4.895381 5.619891 0.005 -0.006 -0.011
C -3.206650 4.221407 4.640749 0.010 -0.002 0.006
C -2.550035 3.400511 3.736973 0.015 -0.003 0.003
C -1.225296 -0.031924 3.397143 -0.012 0.005 0.011
C -1.617246 0.236834 4.711462 -0.015 -0.013 -0.010
C -2.219024 -0.740903 5.487548 0.013 0.011 -0.004
C -2.431950 -2.010774 4.972381 -0.001 -0.007 -0.003
C -2.015933 -2.299271 3.681609 -0.003 -0.011 -0.013
C -1.413065 -1.323077 2.905725 0.106 0.054 -0.026
P 1.789331 2.051141 -0.409470 0.064 0.051 -0.012
C 2.420274 0.347723 -0.294252 0.070 0.074 -0.008
N 1.754070 -0.793538 -0.370047 0.053 -0.233 0.274
C 2.603919 -1.783069 0.045559 -0.046 -0.016 -0.176
C 3.811306 -1.226714 0.388727 0.070 -0.051 -0.056
N 3.682130 0.122545 0.163674 0.076 0.029 -0.048
C 4.745947 1.107757 0.299526 -0.030 -0.020 0.008
C 5.051605 -1.875996 0.845229 -0.026 -0.001 0.005
C 5.697901 -1.461752 2.008376 0.004 0.004 -0.001
C 6.849402 -2.103289 2.439192 -0.004 0.002 -0.007
C 7.360506 -3.172390 1.717026 -0.010 0.005 0.001
C 6.716932 -3.597052 0.562829 -0.011 0.016 -0.006
C 5.570460 -2.951486 0.126432 0.002 -0.001 0.005
C 2.245686 -3.211235 0.029149 -0.015 0.008 0.040
C 1.758513 -3.783278 -1.143003 0.052 -0.009 -0.030
C 1.462236 -5.137136 -1.183686 0.002 0.005 0.013
C 1.642789 -5.925327 -0.055396 -0.003 0.021 -0.001
C 2.116218 -5.355798 1.119751 -0.002 0.000 -0.015
C 2.419517 -4.002815 1.161623 -0.029 0.005 -0.009
C 0.705069 1.952262 -1.856751 -0.132 -0.381 0.047
N 0.446317 0.858059 -2.541014 0.203 0.430 -0.341
C -0.473421 1.224567 -3.488942 0.051 -0.238 0.107
C -0.784592 2.554136 -3.352118 -0.211 -0.015 -0.140
N -0.013404 3.016777 -2.317697 0.018 0.061 0.210
C -0.005789 4.367226 -1.793982 0.004 -0.026 -0.011
C -1.761133 3.385160 -4.074918 0.022 -0.001 0.001
C -2.799659 4.014195 -3.389568 -0.007 0.012 0.010
C -3.739081 4.767013 -4.078173 0.019 -0.013 -0.014
C -3.656585 4.888269 -5.458775 0.004 -0.007 0.015
C -2.633818 4.251785 -6.148389 0.008 -0.009 0.013
C -1.688775 3.505869 -5.460373 -0.002 0.015 -0.009
C -1.046976 0.235686 -4.416941 0.034 0.042 0.050
C -0.216408 -0.682502 -5.050589 -0.017 -0.051 0.026
C -0.754731 -1.655659 -5.877858 0.000 0.010 -0.004
C -2.126902 -1.715666 -6.079285 -0.001 0.005 -0.003
C -2.958834 -0.801120 -5.448156 0.014 0.018 0.011
C -2.422145 0.170196 -4.617278 -0.010 -0.007 -0.030
H 1.167236 4.458084 0.779952 0.026 -0.008 0.011
H -0.225130 4.916107 1.781744 -0.001 0.010 -0.006
H 1.343768 4.583706 2.534601 -0.010 -0.003 0.013
H 0.620082 3.780784 4.870863 0.000 0.003 0.002
H -0.549990 5.263348 6.463919 0.001 0.000 0.001
H -3.002732 5.534764 6.325431 -0.002 0.000 0.002
H -4.281244 4.333650 4.581924 -0.003 0.000 -0.002
H -3.096968 2.861603 2.972200 -0.007 0.001 0.001
H -1.445587 1.210428 5.146458 -0.003 0.016 -0.009
H -2.515767 -0.508060 6.502387 -0.005 0.007 -0.003
H -2.910464 -2.771667 5.575677 0.004 -0.003 0.000
H -2.165196 -3.285013 3.260581 0.000 0.018 0.015
H -1.071750 -1.572791 1.908459 -0.111 -0.023 -0.019
H 5.702534 0.611175 0.161097 0.002 -0.003 -0.004
H 4.626263 1.876370 -0.458191 -0.004 0.003 -0.003
H 4.725580 1.573193 1.284854 0.001 0.000 0.003
H 5.283399 -0.646748 2.589807 0.004 0.000 0.005
H 7.340603 -1.775851 3.346131 0.001 0.002 0.002
H 8.255416 -3.677332 2.056327 0.002 0.001 0.001
H 7.108802 -4.433282 -0.001011 0.000 -0.002 -0.002
H 5.063298 -3.282263 -0.770961 -0.003 -0.003 -0.002
H 1.589025 -3.158127 -2.009010 0.030 -0.026 0.014
H 1.069671 -5.570810 -2.094064 -0.001 -0.002 0.000
H 1.402387 -6.980267 -0.087724 -0.003 -0.001 0.003
H 2.244029 -5.963477 2.006243 0.004 -0.004 0.002
H 2.783785 -3.552986 2.077349 0.005 0.003 0.006
H -0.287144 5.059393 -2.583733 0.006 -0.003 -0.011
H -0.710703 4.475427 -0.968027 -0.004 -0.016 0.015
H 0.999066 4.615415 -1.453590 0.008 0.001 -0.018
H -2.887313 3.879435 -2.317597 -0.002 -0.008 0.002
H -4.546422 5.244708 -3.538433 -0.001 0.001 0.004
H -4.393800 5.469798 -5.996898 -0.002 0.001 -0.002
H -2.572342 4.334308 -7.225675 0.001 0.002 -0.004
H -0.893364 3.000127 -5.993178 0.001 0.001 -0.004
H 0.850149 -0.641316 -4.867305 0.001 -0.001 -0.002
H -0.104452 -2.373981 -6.360946 0.004 0.000 0.000
H -2.548454 -2.480702 -6.718833 0.000 -0.002 -0.001
H -4.030950 -0.857590 -5.586662 -0.004 0.002 0.000
H -3.068848 0.858220 -4.086871 -0.013 -0.015 -0.006
S -1.087311 -2.083738 -1.737461 -0.114 -0.321 -0.254
C -2.091513 -3.119587 -0.694784 0.047 -0.064 -0.069
C -3.474034 -3.167997 -0.876589 0.030 -0.018 -0.008
C -4.257655 -4.019618 -0.111197 0.019 0.008 -0.022
C -3.675001 -4.838971 0.846554 0.002 0.004 -0.001
C -2.300562 -4.795693 1.038114 0.003 0.020 -0.019
C -1.515472 -3.940318 0.277370 -0.040 0.027 0.005
H -3.923298 -2.521065 -1.618143 -0.009 0.014 -0.007
H -5.329895 -4.041807 -0.262047 0.000 0.004 -0.004
H -4.288592 -5.506244 1.438969 0.001 0.000 0.001
H -1.833932 -5.434564 1.779202 0.010 0.001 0.000
H -0.444544 -3.906395 0.428421 0.022 -0.019 0.011
I -2.731730 0.520582 -0.283073 -0.090 0.039 0.043

---

Repeat the first record exactly.
46
Properties=species:S:1:pos:R:3:forces:R:3 method="wB97M-V/def2-TZVPD" total_charge=+4 de_lowest_ev=0.000 multiplicity=2 e_lumo_ev="-16.89 / -16.44"
Re -0.604148 -0.768280 0.160063 0.746 -0.868 0.174
C -0.471942 -0.923976 -3.263644 -0.022 -0.066 0.024
C -0.645154 0.565918 -3.065886 0.056 0.130 -0.098
S -0.248553 1.094944 -1.352067 -0.475 -0.543 0.396
C -1.628441 2.220873 -0.936303 0.141 0.149 -0.045
C -2.976168 1.523339 -0.948471 -0.133 -0.022 0.051
S -2.957409 0.021201 0.107259 -0.004 0.104 -0.040
C -3.708176 -1.326545 -0.874098 0.018 -0.012 -0.041
C -2.968956 -1.649588 -2.155720 -0.058 -0.104 0.027
S -1.164894 -1.936853 -1.911230 0.050 0.415 0.359
H -0.962177 -1.250525 -4.185263 0.013 -0.003 -0.005
H 0.574739 -1.207696 -3.355778 0.016 -0.017 -0.002
H 0.045593 1.107562 -3.718264 -0.005 0.038 0.037
H -1.648614 0.921107 -3.293494 -0.017 -0.043 0.006
H -1.373569 2.637340 0.040034 0.007 0.018 -0.016
H -1.609361 3.050821 -1.648644 0.010 -0.005 -0.003
H -3.730195 2.193112 -0.526430 -0.013 -0.021 -0.008
H -3.318602 1.239256 -1.942292 0.038 -0.013 -0.010
H -3.731333 -2.170631 -0.182247 -0.016 0.016 0.008
H -4.744780 -1.046265 -1.080544 0.005 0.010 0.006
H -3.369277 -2.573669 -2.580829 0.008 0.011 -0.011
H -3.072866 -0.870112 -2.909043 0.017 0.009 0.001
C -2.250167 -4.199847 3.233128 -0.151 -0.338 -0.004
O -1.852271 -2.794807 3.530624 0.108 0.151 -0.187
C -1.417824 -1.971730 2.686772 -0.003 0.046 0.379
O -1.290047 -2.209194 1.413356 -0.037 0.474 -0.697
N -1.024098 -0.781486 3.170731 -0.067 -0.022 -0.077
N -0.588342 0.209895 2.262109 0.125 -0.022 -0.445
H -1.747343 -4.798963 3.985590 0.052 0.071 0.004
H -1.948893 -4.468995 2.226739 0.036 0.061 0.002
H -3.326128 -4.245700 3.372758 0.010 0.092 -0.002
H -1.137000 -0.554322 4.157535 0.010 0.006 -0.005
H 0.319966 0.571771 2.567906 -0.046 -0.006 0.056
H -1.237511 0.999645 2.312117 0.015 -0.008 0.030
N 4.117757 -2.201644 4.104350 -0.072 0.021 0.066
C 3.712352 -2.164566 3.031072 0.104 -0.009 -0.096
C 3.206310 -2.112878 1.691520 0.005 -0.017 0.078
C 3.926156 -2.615839 0.598283 -0.020 0.001 -0.068
C 3.351853 -2.540418 -0.668160 -0.006 0.015 0.029
C 2.103425 -1.985965 -0.814068 0.101 -0.058 -0.045
N 1.394854 -1.486244 0.237843 -0.646 0.450 0.195
C 1.966940 -1.552859 1.471851 0.156 -0.020 -0.035
H 4.908600 -3.053549 0.740847 0.000 0.003 0.021
H 3.876350 -2.916715 -1.537144 -0.005 0.001 -0.005
H 1.651706 -1.926796 -1.789937 -0.060 -0.009 0.001
H 1.417497 -1.163482 2.315751 0.009 -0.068 -0.008